Density functional theory data (ωB97M-V/def2-TZVPD) for a molecular structure, H23O12Tl at a distorted geometry.

Geometry as ORCA input:
```
! wB97M-V def2-TZVPD RIJCOSX def2/J DEFGRID3
* xyz 2 1
Tl -1.952 1.286 -0.789
O -1.681 -2.113 1.662
O 2.327 1.225 1.269
O -1.215 3.255 -0.456
O 2.107 -2.278 -2.530
O -0.101 0.521 -0.414
O 0.884 -2.000 -0.032
O -0.349 -1.224 -2.782
O 2.226 0.436 -1.849
O -2.673 -0.716 -1.038
O -2.494 0.955 1.241
O -0.098 -0.063 2.320
O -0.254 2.793 2.187
H -3.622 -0.719 -1.044
H 3.009 0.595 1.145
H 1.557 0.493 -1.144
H 0.272 2.026 2.030
H 0.499 -0.206 -0.221
H -2.499 -1.678 -1.032
H 2.118 -1.834 -1.704
H 2.738 -1.964 -3.221
H -1.267 -2.962 1.799
H 0.214 -0.966 2.456
H 0.395 0.172 1.542
H 0.001 -2.125 -2.854
H -1.073 -1.656 1.106
H -1.880 0.628 1.883
H 1.694 -2.278 0.375
H -0.596 3.739 0.101
H 0.399 -2.818 -0.213
H -1.288 3.972 -1.073
H 2.556 1.863 0.666
H -0.006 -0.963 -1.940
H -3.264 1.122 1.801
H 0.374 3.546 2.253
H 2.943 -0.063 -1.501
*
```

Properties
total energy = -1088.33906 hartree
energy above the lowest of the compared OMol25 structures with the same formula, charge and spin = 1.785 eV
Kohn-Sham gap = 4.516 eV
E_LUMO = -11.74 eV